(1)
Formula: C36H31CrN3OS3Te
Source: OMol25
Level of theory: ωB97M-V with the def2-TZVPD basis set

Atoms and positions in Å:
1 Cr 0.260352 0.924250 0.074904
2 C -1.674105 0.683986 3.968004
3 C -1.428347 0.655810 2.594114
4 N -0.282848 1.056612 2.071819
5 C 0.680831 1.505098 2.905269
6 C 0.520671 1.583225 4.295920
7 C -0.705864 1.148677 4.825594
8 C 1.587368 2.101914 5.088581
9 C 2.739620 2.522783 4.518771
10 C 2.930643 2.453024 3.107468
11 C 4.099713 2.878944 2.454342
12 C 4.185741 2.764903 1.089283
13 C 3.114700 2.219455 0.373599
14 N 2.008503 1.813690 0.964646
15 C 1.907010 1.932583 2.304282
16 H -2.632612 0.344380 4.335374
17 H -2.173061 0.331697 1.877885
18 H -0.874176 1.187479 5.894918
19 H 1.448762 2.155497 6.161600
20 H 3.543783 2.921209 5.125551
21 H 4.917794 3.290101 3.033726
22 H 5.070198 3.080608 0.554267
23 H 3.148259 2.077998 -0.700506
24 S 2.900003 -2.233174 -1.782026
25 C 1.889124 -1.083916 -1.175076
26 S 1.363208 0.359949 -1.966212
27 S 1.165832 -1.152010 0.420373
28 C 1.850400 9.358113 -1.131916
29 C 1.285409 7.963769 -1.084162
30 C 0.833348 7.329567 -2.231529
31 C 0.302503 6.041098 -2.200108
32 C -0.118136 5.416266 -3.507773
33 C 0.200542 5.361761 -0.976120
34 Te -0.631669 3.326262 -1.000658
35 N -1.397989 0.878856 -0.543855
36 C -2.337199 0.502438 -1.385761
37 O -3.018507 1.273543 -2.094392
38 C -2.647883 -0.972735 -1.439487
39 C -2.245588 -1.859136 -0.447920
40 C -2.564732 -3.206637 -0.539719
41 C -3.282653 -3.680088 -1.628550
42 C -3.684284 -2.798320 -2.623963
43 C -3.373602 -1.451384 -2.525958
44 C -2.301707 3.870441 0.191187
45 C -2.300556 3.619802 1.558441
46 C -3.395618 3.934040 2.350249
47 C -4.511451 4.510619 1.766636
48 C -4.522472 4.756616 0.402609
49 C -3.434747 4.437804 -0.409279
50 C -3.514560 4.695206 -1.886422
51 C 0.700262 5.976461 0.182357
52 C 0.724989 5.281133 1.518599
53 C 1.221296 7.265142 0.112497
54 H 1.807155 9.764480 -2.142648
55 H 2.893543 9.372114 -0.807928
56 H 1.295636 10.030386 -0.473994
57 H 0.896135 7.848755 -3.183384
58 H -0.096665 6.157481 -4.307941
59 H -1.117857 4.987636 -3.455518
60 H 0.552668 4.600650 -3.786649
61 H -1.653019 -1.493692 0.379419
62 H -2.231800 -3.889881 0.232399
63 H -3.519559 -4.734745 -1.707813
64 H -4.239208 -3.164133 -3.480266
65 H -3.684659 -0.742704 -3.281805
66 H -1.426430 3.171138 2.011421
67 H -3.372960 3.726114 3.413952
68 H -5.377097 4.761296 2.368664
69 H -5.402166 5.194840 -0.055221
70 H -4.511126 5.044174 -2.160412
71 H -3.296621 3.774959 -2.433035
72 H -2.792160 5.458707 -2.186111
73 H 0.820555 4.200694 1.394653
74 H -0.194569 5.466135 2.076750
75 H 1.563475 5.638677 2.120190
76 H 1.599467 7.727827 1.020803

Forces on atoms 1 to 3 (eV/Å):
-0.585 0.395 -0.687
-0.006 0.016 0.142
-0.055 -0.020 -0.101

The total charge is -1. For the HOMO-LUMO gap (spin up / spin down), the calculation gives 5.9 / 5.8 eV. As for the molar mass: 797.461 g/mol. The value obtained for the total energy is -112576.8428 eV. Its spin multiplicity is 2. Its expectation value of S² is 0.8062.

Electronic structure analysis, Löwdin charges in units of e:
1. Cr -0.043
2. C -0.031
3. C -0.103
4. N 0.005
5. C -0.148
6. C -0.142
7. C -0.008
8. C -0.021
9. C -0.021
10. C -0.145
11. C -0.002
12. C -0.022
13. C -0.091
14. N 0.009
15. C -0.162
16. H 0.110
17. H 0.118
18. H 0.114
19. H 0.113
20. H 0.113
21. H 0.116
22. H 0.109
23. H 0.092
24. S 0.416
25. C -1.771
26. S 0.481
27. S 0.511
28. C -0.061
29. C -0.281
30. C -0.029
31. C -0.310
32. C -0.096
33. C -0.332
34. Te 1.586
35. N -0.220
36. C -0.601
37. O -0.051
38. C -0.134
39. C -0.049
40. C -0.087
41. C -0.112
42. C -0.098
43. C -0.029
44. C -0.379
45. C -0.141
46. C -0.094
47. C -0.096
48. C -0.056
49. C -0.291
50. C -0.075
51. C -0.288
52. C -0.064
53. C -0.032
54. H 0.068
55. H 0.076
56. H 0.076
57. H 0.107
58. H 0.071
59. H 0.036
60. H 0.081
61. H 0.055
62. H 0.097
63. H 0.090
64. H 0.092
65. H 0.109
66. H 0.071
67. H 0.095
68. H 0.095
69. H 0.103
70. H 0.075
71. H 0.058
72. H 0.065
73. H 0.027
74. H 0.082
75. H 0.078
76. H 0.115

***

(2)
Formula: HO5S2
Source: OMol25
Level of theory: ωB97M-V with the def2-TZVPD basis set

Atoms and positions in Å:
1 O 1.249900 0.245013 0.038793
2 O 1.135334 -2.018350 -0.728812
3 O -0.066678 -1.465150 1.339252
4 O -0.711562 2.037087 -0.178384
5 O -0.899807 -0.593110 -0.737709
6 S 0.446629 1.450467 0.862570
7 S 0.219029 -1.091153 -0.028870
8 H -1.372845 1.435196 -0.566841

Forces on atoms 1 to 3 (eV/Å):
-1.049 0.975 0.631
-1.577 1.163 0.564
0.080 0.134 -0.139

The total charge is -1. For the HOMO-LUMO gap, the calculation gives 8.3 eV. As for the molar mass: 145.137 g/mol. The value obtained for the total energy is -31925.4048 eV. Its spin multiplicity is 1.

Electronic structure analysis, Löwdin charges in units of e:
1. O -0.631
2. O -0.370
3. O -0.371
4. O -0.487
5. O -0.350
6. S 0.867
7. S 0.314
8. H 0.029

***

(3)
Formula: HPS5
Source: OMol25
Level of theory: ωB97M-V with the def2-TZVPD basis set

Atoms and positions in Å:
1 P -1.092938 -0.258632 -0.594173
2 S 0.090777 -1.188389 0.933851
3 S -2.664541 -1.395442 -0.866105
4 S 1.599501 0.101149 1.684576
5 S 1.315875 1.548096 -1.318702
6 S 2.487902 0.493147 -0.068081
7 H -1.736579 0.700071 0.228633

Forces on atoms 1 to 3 (eV/Å):
-0.379 0.744 1.071
0.485 -0.518 0.435
0.209 -0.534 -0.421

For the HOMO-LUMO gap (spin up / spin down), the calculation gives 6.4 / 6.3 eV. As for the molar mass: 192.317 g/mol. The value obtained for the total energy is -63480.2402 eV. Its spin multiplicity is 1.

Electronic structure analysis, Löwdin charges in units of e:
1. P -0.059
2. S 0.037
3. S 0.136
4. S 0.014
5. S 0.063
6. S -0.103
7. H -0.089

***

(4)
Formula: C20H56HfN3O10
Source: OMol25
Level of theory: ωB97M-V with the def2-TZVPD basis set

Atoms and positions in Å:
1 Hf -7.077445 -0.102241 -0.638714
2 C -1.941145 -3.546871 -0.275724
3 C -2.245125 -2.166781 0.133596
4 O -3.590455 -1.758441 -0.104654
5 H -2.137275 -3.721611 -1.333594
6 H -2.571115 -4.218771 0.307186
7 H -0.904515 -3.843901 -0.116794
8 H -1.606105 -1.435221 -0.360954
9 H -2.003625 -2.120521 1.195496
10 C -2.283515 -5.350961 -6.417334
11 O -2.068405 -3.926891 -6.393424
12 C -3.093255 -3.176391 -6.965104
13 C -2.737935 -1.657201 -6.931944
14 N -2.442735 -1.388251 -5.499624
15 C -1.256915 -0.599631 -5.245504
16 C -1.573305 0.830109 -5.758214
17 O -2.678845 1.384209 -5.008274
18 C -3.148135 2.554579 -5.640444
19 H -2.376065 -5.644141 -7.463074
20 H -3.180325 -5.752531 -5.945554
21 H -1.368375 -5.781081 -6.010364
22 H -4.012455 -3.408531 -6.427254
23 H -3.221135 -3.486211 -8.002294
24 H -3.512915 -1.043161 -7.390694
25 H -1.894855 -1.615981 -7.621594
26 H -2.090515 -2.309751 -5.283084
27 H -0.346965 -0.946741 -5.734994
28 H -1.224885 -0.538401 -4.157694
29 H -1.825105 0.889279 -6.817084
30 H -0.686525 1.462389 -5.713924
31 H -3.829655 3.002949 -4.917534
32 H -3.687245 2.431589 -6.579774
33 H -2.488015 3.419549 -5.704874
34 C 0.516135 -4.799911 6.806566
35 O 1.429815 -4.075021 6.028066
36 C 0.964875 -4.073681 4.682586
37 C 1.685845 -3.013011 3.911026
38 N 3.118925 -3.344231 4.015226
39 C 3.906655 -2.352661 3.329386
40 C 4.172585 -2.610201 1.826236
41 O 4.890515 -1.447801 1.278246
42 C 5.117895 -1.661821 -0.153374
43 H 0.793205 -4.761051 7.860046
44 H 0.512615 -5.872801 6.614186
45 H -0.483295 -4.372941 6.889836
46 H -0.066875 -3.729971 4.756476
47 H 1.013175 -4.997741 4.106496
48 H 1.466095 -2.026761 4.319846
49 H 1.398975 -3.084641 2.861896
50 H 3.493005 -3.441661 4.948326
51 H 4.894985 -2.358711 3.789036
52 H 3.443955 -1.390151 3.547506
53 H 3.195995 -2.631071 1.342566
54 H 4.645645 -3.577981 1.659776
55 H 4.260225 -1.246021 -0.682164
56 H 5.353215 -2.695361 -0.407384
57 H 5.976545 -1.030021 -0.380624
58 C 1.189005 3.924349 0.105476
59 O 1.992755 4.395859 1.250646
60 C 2.814915 3.495549 1.896066
61 C 3.527665 4.035259 3.268626
62 N 4.008925 5.370019 3.153786
63 C 4.313885 5.927789 4.466366
64 C 3.118775 6.860299 4.924116
65 O 3.495295 8.130729 4.324246
66 C 2.970195 9.203949 4.954416
67 H 1.836745 3.191089 -0.375014
68 H 1.119945 4.661459 -0.694534
69 H 0.293175 3.413699 0.458776
70 H 3.571905 3.248719 1.151656
71 H 2.244915 2.573549 2.010586
72 H 4.316455 3.344479 3.566536
73 H 2.683295 4.045209 3.957856
74 H 3.296225 5.883169 2.654966
75 H 5.326485 6.308919 4.334166
76 H 4.538635 5.115759 5.157886
77 H 3.246845 6.949919 6.002846
78 H 2.140665 6.437509 4.694646
79 H 3.176715 10.129419 4.416886
80 H 3.283345 9.240079 5.997846
81 H 1.889135 9.332869 4.901686
82 O -7.266935 -3.273781 -1.740734
83 H -7.607655 -3.557681 -2.588994
84 H -6.897025 -4.066931 -1.353044
85 O -5.659115 1.543879 2.092456
86 H -6.237435 2.060499 2.653586
87 H -4.896405 1.358119 2.640186
88 O -5.660365 -0.461381 -3.803674
89 H -4.748005 -0.639901 -4.031624
90 H -6.018745 -0.021651 -4.574654

Forces on atoms 1 to 3 (eV/Å):
1.345 -0.978 -0.502
-0.063 -1.323 -0.595
-2.721 0.401 -0.862

The total charge is +3. For the HOMO-LUMO gap, the calculation gives 1.5 eV. As for the molar mass: 677.169 g/mol. The value obtained for the total energy is -47853.5162 eV. Its spin multiplicity is 1.

Electronic structure analysis, Löwdin charges in units of e:
1. Hf 1.796
2. C -0.095
3. C -0.368
4. O -0.143
5. H 0.085
6. H 0.088
7. H 0.085
8. H 0.133
9. H 0.132
10. C -0.066
11. O -0.218
12. C -0.243
13. C -0.166
14. N -0.067
15. C -0.190
16. C -0.205
17. O -0.199
18. C -0.136
19. H 0.090
20. H 0.086
21. H 0.094
22. H 0.117
23. H 0.126
24. H 0.115
25. H 0.122
26. H 0.073
27. H 0.128
28. H 0.113
29. H 0.112
30. H 0.119
31. H 0.077
32. H 0.094
33. H 0.091
34. C -0.118
35. O -0.162
36. C -0.236
37. C -0.170
38. N 0.048
39. C -0.182
40. C -0.170
41. O -0.186
42. C -0.067
43. H 0.095
44. H 0.101
45. H 0.091
46. H 0.118
47. H 0.137
48. H 0.135
49. H 0.125
50. H 0.139
51. H 0.135
52. H 0.126
53. H 0.110
54. H 0.131
55. H 0.084
56. H 0.092
57. H 0.091
58. C -0.022
59. O -0.197
60. C -0.194
61. C -0.121
62. N 0.067
63. C -0.122
64. C -0.114
65. O -0.170
66. C -0.155
67. H 0.081
68. H 0.100
69. H 0.090
70. H 0.129
71. H 0.118
72. H 0.140
73. H 0.141
74. H 0.134
75. H 0.145
76. H 0.123
77. H 0.128
78. H 0.129
79. H 0.102
80. H 0.101
81. H 0.091
82. O -0.094
83. H 0.058
84. H 0.058
85. O -0.088
86. H 0.053
87. H 0.056
88. O -0.093
89. H 0.024
90. H 0.051

***

Sequential relative energy (zero: lowest compared OMol25 entry of this formula, charge and spin) output: 34.80, 37.51, 184.02, 0.00 kJ/mol